Arrangement a

The following is a DFT calculation (the ωB97M-V functional and the def2-TZVPD basis) of a molecular structure, C50H31BrF7N4O5P2S3Ti.

Last column: Löwdin charge in e.
CARTESIAN COORDINATES (ANGSTROEM)
Ti: 0.99 -1.77 0.85  0.6212
C: -0.30 -0.44 -5.57  -0.0953
C: 0.57 0.60 -5.27  -0.0894
C: 1.06 0.77 -3.99  -0.0892
C: 0.66 -0.09 -2.97  -0.3202
C: -0.21 -1.13 -3.27  -0.0887
C: -0.69 -1.30 -4.56  -0.0703
P: 1.34 -0.05 -1.25  1.1165
C: 2.10 1.61 -1.18  -0.4152
C: 3.36 1.81 -0.61  -0.1172
C: 3.88 3.09 -0.50  -0.0689
C: 3.16 4.18 -0.94  -0.0827
C: 1.88 4.00 -1.44  -0.0853
C: 1.35 2.73 -1.56  -0.1517
C: 2.75 -1.12 -1.75  -0.2811
C: 3.87 -0.69 -2.40  -0.0720
C: 4.81 -1.63 -2.88  -0.0717
C: 4.58 -2.97 -2.76  -0.0345
C: 3.40 -3.44 -2.15  -0.1670
C: 3.10 -4.82 -2.05  -0.0419
C: 1.93 -5.22 -1.46  -0.0698
C: 1.07 -4.29 -0.86  -0.1122
C: 1.34 -2.93 -0.86  -0.2591
C: 2.49 -2.51 -1.59  -0.2040
H: -0.68 -0.56 -6.57  0.0975
H: 0.88 1.29 -6.06  0.0991
H: 1.75 1.58 -3.78  0.0996
H: -0.52 -1.81 -2.48  0.0473
H: -1.37 -2.12 -4.77  0.1055
H: 3.90 0.96 -0.22  0.1034
H: 4.86 3.23 -0.07  0.1076
H: 3.57 5.18 -0.86  0.1011
H: 1.29 4.86 -1.74  0.1064
H: 0.34 2.60 -1.92  0.0885
H: 4.06 0.36 -2.55  0.1001
H: 5.72 -1.27 -3.35  0.0992
H: 5.29 -3.69 -3.15  0.1071
H: 3.80 -5.54 -2.46  0.1051
H: 1.69 -6.27 -1.41  0.1001
H: 0.18 -4.66 -0.36  0.0990
S: -1.32 -2.01 0.03  0.6796
C: -1.80 -1.75 1.67  -1.0760
S: -0.56 -0.95 2.55  0.6627
C: -3.03 -2.12 2.16  -0.3916
C: -4.00 -2.77 1.36  -0.2570
N: -4.83 -3.27 0.74  0.1428
C: -3.38 -1.94 3.52  -0.2474
N: -3.74 -1.84 4.61  0.1473
F: -0.48 7.18 2.14  0.1225
C: -0.96 5.98 1.79  -0.1398
C: -2.28 5.86 1.42  -0.1356
F: -3.08 6.93 1.42  0.1168
C: -2.78 4.62 1.05  -0.2129
F: -4.08 4.56 0.74  0.1024
C: -1.99 3.47 1.03  -0.3015
P: -2.61 1.79 0.50  1.1434
C: -3.38 2.33 -1.09  -0.3495
C: -2.56 2.17 -2.21  -0.1035
C: -3.00 2.53 -3.48  -0.0804
C: -4.27 3.05 -3.64  -0.0932
C: -5.11 3.19 -2.54  -0.0785
C: -4.67 2.83 -1.27  -0.1006
C: -4.08 1.71 1.58  -0.3813
C: -4.08 2.22 2.87  -0.0856
C: -5.22 2.11 3.65  -0.0796
C: -6.35 1.48 3.16  -0.0893
C: -6.33 0.91 1.90  -0.0757
C: -5.19 1.02 1.12  -0.1189
C: -0.65 3.61 1.44  -0.5120
Br: 0.55 2.15 1.58  0.9781
C: -0.16 4.86 1.81  -0.2627
F: 1.11 4.99 2.20  0.0762
H: -1.59 1.72 -2.07  0.0691
H: -2.35 2.39 -4.33  0.0985
H: -4.62 3.36 -4.62  0.0974
H: -6.11 3.57 -2.67  0.1013
H: -5.34 2.94 -0.43  0.0951
H: -3.20 2.70 3.28  0.1095
H: -5.24 2.53 4.65  0.1018
H: -7.24 1.41 3.77  0.0982
H: -7.19 0.37 1.52  0.1041
H: -5.16 0.55 0.14  0.1116
C: 4.42 -4.91 2.20  0.0019
N: 3.01 -4.68 2.44  -0.0268
C: 2.28 -5.46 3.30  -0.0444
C: 0.96 -5.33 3.43  0.0371
C: 0.24 -4.33 2.63  -0.4567
O: -0.97 -4.24 2.59  0.0709
N: 1.06 -3.50 1.88  0.0347
C: 2.38 -3.64 1.80  -0.5416
O: 3.02 -2.85 1.08  -0.0594
H: 4.59 -5.98 2.08  0.0916
H: 5.03 -4.54 3.03  0.0994
H: 4.70 -4.38 1.29  0.0968
H: 2.86 -6.19 3.85  0.1277
H: 0.38 -5.95 4.09  0.1126
F: 4.02 0.57 4.49  0.1237
C: 3.18 0.84 3.49  -0.6621
F: 3.66 1.89 2.82  0.1140
F: 2.02 1.20 4.04  0.0912
S: 3.09 -0.72 2.44  0.5352
O: 4.48 -0.88 2.12  -0.2366
O: 2.46 -1.62 3.35  -0.2651
O: 2.21 -0.31 1.30  -0.5467

Calculated values
* HOMO-LUMO gap: 7.045 eV
* LUMO energy: 1.753 eV
* total charge: -1


Arrangement b

The following is a DFT calculation (the ωB97M-V functional and the def2-TZVPD basis) of a molecular structure, C50H31BrF7N4O5P2S3Ti.

Last column: Löwdin charge in e.
CARTESIAN COORDINATES (ANGSTROEM)
Ti: -0.54 -0.35 -0.07  0.6781
C: -4.95 -1.91 -5.09  -0.0926
C: -4.57 -0.78 -4.39  -0.0803
C: -3.46 -0.82 -3.54  -0.0762
C: -2.71 -1.99 -3.37  -0.2902
C: -3.09 -3.10 -4.13  -0.0870
C: -4.19 -3.07 -4.96  -0.0774
P: -1.20 -2.03 -2.27  1.1223
C: -0.03 -2.74 -3.52  -0.3628
C: 0.86 -3.77 -3.22  -0.1192
C: 1.64 -4.34 -4.23  -0.0747
C: 1.55 -3.88 -5.53  -0.1034
C: 0.71 -2.81 -5.82  -0.0914
C: -0.06 -2.24 -4.82  -0.0932
C: -1.53 -3.49 -1.20  -0.2904
C: -1.72 -4.74 -1.75  -0.1038
C: -2.06 -5.85 -0.96  -0.0722
C: -2.19 -5.70 0.38  -0.0369
C: -1.93 -4.45 1.00  -0.1592
C: -1.97 -4.37 2.41  -0.0435
C: -1.63 -3.21 3.02  -0.0560
C: -1.25 -2.09 2.25  -0.1221
C: -1.23 -2.09 0.88  -0.2128
C: -1.59 -3.32 0.21  -0.1687
H: -5.81 -1.88 -5.74  0.0992
H: -5.12 0.15 -4.50  0.1012
H: -3.17 0.09 -3.06  0.0755
H: -2.50 -4.00 -4.11  0.0883
H: -4.45 -3.95 -5.53  0.1018
H: 0.94 -4.15 -2.21  0.0900
H: 2.32 -5.14 -3.98  0.1057
H: 2.14 -4.33 -6.32  0.0998
H: 0.66 -2.41 -6.83  0.1035
H: -0.71 -1.41 -5.06  0.1115
H: -1.56 -4.91 -2.80  0.0835
H: -2.22 -6.82 -1.44  0.1009
H: -2.46 -6.54 1.02  0.1096
H: -2.24 -5.25 2.98  0.1072
H: -1.62 -3.13 4.10  0.1094
H: -0.95 -1.21 2.81  0.0468
S: 1.39 -1.79 -0.55  0.6865
C: 1.99 -1.36 1.01  -1.0220
S: 1.16 0.00 1.64  0.7237
C: 3.02 -2.03 1.62  -0.3473
C: 3.64 -3.16 0.98  -0.2477
N: 4.13 -4.07 0.47  0.1442
C: 3.53 -1.61 2.89  -0.2391
N: 3.95 -1.28 3.92  0.1537
F: 3.85 7.06 -1.55  0.1198
C: 3.53 5.77 -1.51  -0.1412
C: 4.34 4.84 -2.13  -0.1367
F: 5.45 5.24 -2.76  0.1178
C: 4.00 3.50 -2.10  -0.2172
F: 4.87 2.67 -2.68  0.1118
C: 2.85 3.03 -1.47  -0.2953
P: 2.34 1.21 -1.47  1.0951
C: 2.71 0.76 -3.23  -0.3325
C: 3.07 -0.54 -3.57  -0.1192
C: 3.43 -0.86 -4.88  -0.0908
C: 3.36 0.09 -5.88  -0.0972
C: 2.91 1.37 -5.57  -0.0814
C: 2.59 1.70 -4.26  -0.1048
C: 3.90 0.70 -0.55  -0.3611
C: 4.06 1.29 0.71  -0.1361
C: 5.14 0.99 1.51  -0.0871
C: 6.10 0.09 1.08  -0.0919
C: 5.96 -0.50 -0.17  -0.0819
C: 4.87 -0.20 -0.98  -0.0839
C: 2.09 3.99 -0.80  -0.5583
Br: 0.63 3.52 0.28  0.9752
C: 2.42 5.33 -0.83  -0.2636
F: 1.67 6.26 -0.21  0.0683
H: 3.09 -1.32 -2.82  0.0676
H: 3.76 -1.87 -5.10  0.0990
H: 3.63 -0.16 -6.90  0.0961
H: 2.82 2.12 -6.34  0.0989
H: 2.25 2.70 -4.04  0.0972
H: 3.30 1.98 1.07  0.0793
H: 5.23 1.45 2.49  0.1055
H: 6.95 -0.16 1.71  0.1004
H: 6.70 -1.21 -0.52  0.1020
H: 4.80 -0.67 -1.94  0.0849
C: -4.83 1.38 -0.76  0.0059
N: -3.48 1.73 -1.23  -0.0309
C: -3.20 2.97 -1.75  -0.0457
C: -2.00 3.27 -2.24  0.0113
C: -0.94 2.27 -2.22  -0.5138
O: 0.15 2.50 -2.73  -0.0164
N: -1.25 1.04 -1.61  0.0828
C: -2.49 0.80 -1.14  -0.6209
O: -2.69 -0.33 -0.62  -0.0961
H: -5.42 0.97 -1.59  0.0900
H: -5.31 2.27 -0.37  0.0865
H: -4.74 0.63 0.02  0.0880
H: -4.03 3.68 -1.72  0.1321
H: -1.78 4.25 -2.65  0.1160
F: -2.14 3.67 1.56  0.0800
C: -2.87 2.85 2.33  -0.6445
F: -2.89 3.34 3.57  0.1439
F: -4.12 2.86 1.85  0.1207
S: -2.18 1.13 2.34  0.5360
O: -3.34 0.30 2.22  -0.2497
O: -1.40 1.06 3.54  -0.2651
O: -1.34 1.18 1.09  -0.5213

Calculated values
* HOMO-LUMO gap: 7.152 eV
* LUMO energy: 1.736 eV
* total charge: -1


What are the relative energies? In eV: arrangement a 0.817; arrangement b 0.000.


Arrangement a

The following is a DFT calculation (the ωB97M-V functional and the def2-TZVPD basis) of a molecular structure, C30H33ClGeN3O3S2Sc.

Last column: Löwdin charge in e.
CARTESIAN COORDINATES (ANGSTROEM)
Sc: -0.27 -0.98 0.53  0.8811
C: -0.88 -2.02 2.89  -0.1480
C: -0.57 -0.85 3.59  -0.0787
C: -1.56 0.08 3.84  -0.0730
C: -2.86 -0.14 3.38  -0.0780
C: -3.16 -1.28 2.65  -0.0991
C: -2.17 -2.23 2.41  -0.1370
H: -0.14 -2.81 2.78  0.1139
H: 0.44 -0.69 3.95  0.1152
H: -1.33 0.99 4.39  0.1163
H: -3.63 0.59 3.58  0.1055
H: -4.16 -1.43 2.27  0.1155
H: -2.42 -3.13 1.87  0.1172
C: 4.39 -1.31 3.75  -0.1051
C: 4.41 0.02 3.35  -0.0916
C: 3.47 0.51 2.47  -0.0366
C: 2.47 -0.34 1.96  -0.2780
C: 2.48 -1.68 2.34  -0.0654
C: 3.43 -2.16 3.23  -0.0818
N: 1.47 0.13 1.08  -0.1107
N: 1.88 1.24 0.41  0.0784
C: 1.06 1.73 -0.43  -0.3280
C: 1.47 2.76 -1.37  -0.0159
C: 0.73 2.99 -2.47  -0.0823
C: -0.50 2.25 -2.66  -0.0733
C: -0.98 1.44 -1.72  -0.1684
N: -0.28 1.19 -0.49  -0.1579
H: 5.14 -1.69 4.44  0.0965
H: 5.17 0.69 3.74  0.1004
H: 3.48 1.54 2.16  0.0961
H: 1.79 -2.38 1.88  0.0728
H: 3.42 -3.21 3.50  0.1067
H: 2.41 3.25 -1.18  0.1176
H: 1.04 3.72 -3.21  0.1058
H: -1.07 2.36 -3.58  0.1145
H: -1.92 0.92 -1.82  0.0150
C: -3.98 2.59 -0.26  -0.1978
Ge: -2.33 3.17 0.59  0.8427
C: -2.66 3.62 2.47  -0.2048
C: -1.49 4.69 -0.31  -0.1976
C: -1.05 1.64 0.73  -0.2495
H: -4.69 3.42 -0.30  0.0239
H: -4.43 1.77 0.30  0.0201
H: -3.80 2.25 -1.28  0.0169
H: -3.30 4.50 2.53  0.0232
H: -1.73 3.84 2.99  0.0254
H: -3.17 2.81 2.99  -0.0023
H: -1.99 5.61 -0.01  0.0219
H: -1.57 4.58 -1.39  0.0154
H: -0.44 4.76 -0.03  0.0222
H: -1.66 0.81 1.13  0.0137
H: -0.31 1.88 1.50  0.0847
C: -1.17 -3.24 -3.68  -0.0980
O: -1.47 -2.72 -2.38  -0.2426
C: -2.28 -1.66 -2.29  -1.2747
S: -2.94 -0.90 -3.58  0.6704
S: -2.55 -1.22 -0.63  0.6408
H: -0.50 -4.07 -3.51  0.0973
H: -0.68 -2.47 -4.29  0.0734
H: -2.07 -3.56 -4.19  0.0822
Cl: 3.19 -0.95 -6.07  0.6733
C: 2.68 -1.60 -4.54  -0.6592
C: 3.16 -2.84 -4.13  -0.0873
C: 2.76 -3.34 -2.91  -0.0015
C: 1.88 -2.63 -2.10  -0.1233
C: 1.41 -1.40 -2.53  -0.0222
C: 1.81 -0.87 -3.75  -0.0854
C: 1.47 -3.24 -0.78  -0.5248
O: 1.96 -4.27 -0.38  0.1058
O: 0.55 -2.58 -0.12  -0.1654
H: 3.84 -3.39 -4.76  0.1071
H: 3.12 -4.30 -2.55  0.1245
H: 0.72 -0.82 -1.93  0.0850
H: 1.45 0.09 -4.08  0.1066

Calculated values
* HOMO-LUMO gap: 6.984 eV
* LUMO energy: -0.260 eV


Arrangement b

The following is a DFT calculation (the ωB97M-V functional and the def2-TZVPD basis) of a molecular structure, C30H33ClGeN3O3S2Sc.

Last column: Löwdin charge in e.
CARTESIAN COORDINATES (ANGSTROEM)
Sc: -0.71 -0.07 0.77  1.0352
C: -0.33 2.31 4.70  -0.1173
C: -1.59 1.99 4.20  -0.0982
C: -1.94 0.66 4.00  -0.1070
C: -1.04 -0.36 4.29  -0.0924
C: 0.22 -0.04 4.77  -0.0775
C: 0.58 1.29 4.98  -0.0901
H: -0.06 3.34 4.87  0.1054
H: -2.30 2.78 3.99  0.1086
H: -2.94 0.41 3.65  0.1033
H: -1.32 -1.39 4.14  0.1077
H: 0.93 -0.82 5.00  0.1107
H: 1.56 1.53 5.36  0.1045
C: -0.05 -4.31 -2.81  -0.0745
C: -1.06 -3.70 -2.07  -0.0597
C: -0.84 -2.47 -1.50  -0.0410
C: 0.39 -1.83 -1.64  -0.2611
C: 1.40 -2.44 -2.38  -0.0121
C: 1.18 -3.67 -2.96  -0.0661
N: 0.55 -0.61 -0.95  -0.0953
N: 1.61 0.05 -1.22  -0.0165
C: 1.78 1.17 -0.38  -0.3893
C: 2.96 1.92 -0.51  -0.0163
C: 3.16 2.98 0.33  -0.0352
C: 2.20 3.29 1.30  -0.0396
C: 1.09 2.48 1.40  -0.0965
N: 0.89 1.42 0.60  0.0220
H: -0.21 -5.28 -3.26  0.1055
H: -2.02 -4.19 -1.96  0.1128
H: -1.65 -1.98 -0.95  0.0961
H: 2.36 -1.93 -2.47  0.1143
H: 1.97 -4.15 -3.52  0.1101
H: 3.64 1.66 -1.30  0.1283
H: 4.06 3.58 0.24  0.1176
H: 2.32 4.12 1.97  0.1102
H: 0.34 2.66 2.16  0.0994
C: -3.14 0.11 -2.66  -0.2230
Ge: -3.58 1.14 -1.06  0.7034
C: -2.86 2.95 -1.17  -0.2262
C: -5.53 1.23 -0.94  -0.2283
C: -2.83 0.33 0.56  -0.4174
H: -3.57 0.59 -3.54  0.0241
H: -3.54 -0.91 -2.59  0.0171
H: -2.06 0.05 -2.80  -0.0232
H: -3.16 3.44 -2.09  0.0186
H: -1.77 2.94 -1.15  -0.0224
H: -3.23 3.55 -0.33  0.0183
H: -5.95 1.66 -1.85  0.0162
H: -5.84 1.85 -0.09  0.0141
H: -5.96 0.24 -0.80  0.0150
H: -3.36 -0.61 0.79  -0.0039
H: -3.06 1.03 1.37  -0.0309
C: 2.71 4.91 -3.06  -0.1179
O: 2.23 3.58 -2.87  -0.2556
C: 0.93 3.33 -3.11  -1.3225
S: -0.14 4.46 -3.64  0.6400
S: 0.51 1.70 -2.83  0.7920
H: 3.76 4.87 -2.80  0.0882
H: 2.17 5.61 -2.41  0.0772
H: 2.57 5.23 -4.09  0.0771
Cl: 4.89 -5.18 -0.86  0.6655
C: 3.49 -4.54 -0.06  -0.6689
C: 2.36 -5.34 0.07  -0.0955
C: 1.24 -4.82 0.69  -0.0050
C: 1.23 -3.51 1.16  -0.1391
C: 2.38 -2.72 1.02  -0.0241
C: 3.51 -3.24 0.41  -0.0985
C: -0.03 -2.94 1.75  -0.5480
O: -0.91 -3.65 2.16  0.0991
O: -0.07 -1.62 1.76  -0.1764
H: 2.37 -6.35 -0.31  0.1082
H: 0.34 -5.41 0.81  0.1261
H: 2.37 -1.70 1.38  0.1132
H: 4.41 -2.64 0.30  0.1073

Calculated values
* HOMO-LUMO gap (alpha / beta): 5.463 / 6.156 eV
* LUMO energy (alpha / beta): -1.714 / -1.565 eV


What are the relative energies? In eV: arrangement a 0.000; arrangement b 1.262.